[1]
119
Properties=species:S:1:pos:R:3:forces:R:3:lowdin_charge:R:1 method="wB97M-V/def2-TZVPD" e_tot_ev=-157493.721 spin_multiplicity=5 max_force_ev_per_a=4.85 e_lumo_ev="-0.9027 / 0.0329" s2=6.011 e_homo_ev="-8.32 / -8.32" gap_ev="7.41 / 8.35" charge=0
N -0.110 -3.040 -3.979 -1.900 -0.580 0.673 0.2819
H 0.652 -2.752 -4.554 0.944 -0.290 -0.992 0.0818
H 0.325 -3.160 -3.021 -0.937 0.327 -0.752 0.0934
H -0.576 -3.941 -4.265 1.215 0.969 0.247 0.1727
H -0.842 -2.301 -4.086 0.783 -0.348 1.002 0.1365
Cr 2.868 -1.948 -1.290 0.212 0.279 0.420 0.8828
N 3.712 -2.188 -3.236 0.814 2.282 -0.047 -0.3760
S 4.766 -0.949 -3.860 -1.812 1.112 -0.109 0.5785
O 4.257 -0.238 -4.990 -0.264 -0.937 1.182 -0.2116
O 6.131 -1.198 -3.760 1.843 -1.150 0.154 -0.2128
F 4.532 -0.062 -2.569 -0.777 0.234 -0.001 -0.1828
S 3.776 -3.425 -4.174 -0.333 -3.168 -3.660 0.6106
O 4.833 -3.212 -5.193 -2.926 -0.739 2.068 -0.2864
O 2.412 -3.956 -4.544 3.910 1.603 1.128 -0.3180
F 4.391 -4.571 -3.216 -0.780 0.966 -0.573 -0.1711
P 0.993 -5.046 -0.743 0.555 -3.718 -1.564 0.3749
F 0.378 -4.004 0.240 -0.327 0.232 0.625 -0.1110
F -0.358 -4.910 -1.645 0.777 0.015 0.111 -0.1510
F 1.602 -3.536 -1.671 0.187 -1.001 0.530 -0.3375
F 1.648 -6.002 -1.954 -0.543 1.971 1.598 -0.1620
F 2.413 -5.069 0.075 -1.057 0.479 -1.062 -0.1378
F 0.480 -6.382 0.040 0.250 1.810 -0.632 -0.1271
P 0.286 0.373 -2.615 0.269 0.232 -1.037 0.3193
F 0.877 -1.082 -1.905 -0.449 0.356 -0.144 -0.2594
F -1.057 -0.462 -3.084 0.814 0.352 0.112 -0.1746
F -0.459 0.700 -1.215 0.493 -0.051 -0.587 -0.1419
F -0.217 1.737 -3.319 0.345 -1.169 0.715 -0.1212
F 1.673 1.056 -2.091 -0.760 -0.290 -0.253 -0.1566
F 1.056 -0.119 -4.003 -0.748 0.299 1.150 -0.1698
C 0.901 -0.900 1.354 1.322 -0.687 1.036 -0.0034
C 2.256 -1.367 1.948 -1.064 -0.548 -1.133 -0.4723
C 2.055 -2.817 2.325 1.333 -1.174 -0.936 -0.1312
C 3.385 -3.482 2.749 0.073 -0.749 0.705 -0.1220
C 4.508 -3.316 1.667 -1.830 0.639 1.679 -0.1153
C 4.655 -1.882 1.199 0.368 -0.544 -1.766 -0.4873
N 3.278 -1.461 0.817 -0.972 1.085 0.157 -0.0897
O 3.506 -0.215 0.085 0.195 0.199 -0.519 -0.0574
C 5.455 -1.011 2.138 0.965 0.762 -0.389 -0.0117
C 5.459 -1.997 -0.128 0.294 -1.723 -0.512 -0.0328
C 2.608 -0.421 3.080 -0.169 -1.233 0.773 -0.0004
H 0.499 -1.586 0.641 0.053 -0.216 -0.964 0.0647
H 1.104 0.078 1.002 -0.875 1.143 -0.637 0.0521
H 0.175 -0.925 2.160 -0.041 0.509 0.198 0.1014
H 1.155 -2.907 2.922 0.293 -0.131 0.886 0.1361
H 1.782 -3.405 1.430 0.175 0.890 0.470 0.0805
H 3.236 -4.578 2.857 -0.052 0.644 0.014 0.1236
H 3.739 -3.144 3.743 -0.098 0.038 -0.480 0.1106
H 4.303 -3.968 0.855 -0.348 -0.447 -0.873 0.0941
H 5.423 -3.640 2.084 1.146 -0.286 0.520 0.1184
H 6.509 -1.245 1.942 -0.147 -0.232 0.246 0.1021
H 5.431 0.057 1.918 -0.478 -0.012 -0.198 0.0990
H 5.283 -1.122 3.188 -0.248 -0.347 0.484 0.0711
H 5.837 -1.152 -0.664 0.065 0.973 0.303 0.0810
H 6.311 -2.661 0.077 0.056 0.379 0.157 0.1136
H 5.000 -2.628 -0.936 -0.322 0.292 0.650 0.0733
H 3.381 -0.814 3.734 0.213 -0.029 -0.143 0.0666
H 1.721 -0.394 3.753 0.454 0.648 -0.690 0.1176
H 2.951 0.512 2.673 -0.242 0.760 0.186 0.0825
H 2.817 0.480 0.147 -0.163 -0.625 0.359 0.0941
C -1.832 5.512 1.092 0.749 1.820 0.937 -0.0394
C -1.207 5.030 -0.176 -0.368 -0.687 -1.684 -0.5553
C -0.595 6.201 -0.944 -1.526 0.304 0.942 -0.1588
C 0.752 6.603 -0.476 0.753 -0.091 -0.427 -0.2007
C 1.706 5.394 -0.352 -0.914 0.547 0.760 -0.0739
C 1.067 4.278 0.593 0.682 0.286 0.459 -0.4904
N -0.206 3.988 -0.022 -0.753 -0.391 -0.778 -0.0961
O -0.890 2.937 0.644 0.057 -1.189 0.109 -0.0513
C 1.889 2.998 0.538 1.297 0.131 -1.027 -0.0560
C 0.992 4.570 2.114 -1.072 1.631 -1.007 -0.0203
C -2.292 4.409 -1.064 -1.902 0.338 0.713 -0.0325
H -1.808 4.793 1.916 -0.476 0.085 -0.356 0.0895
H -2.801 6.007 0.903 0.180 -0.625 0.210 0.1001
H -1.158 6.350 1.357 -0.530 -0.191 0.645 0.0721
H -0.613 6.003 -1.984 0.178 -0.419 -1.141 0.1099
H -1.312 7.025 -0.782 0.249 -0.055 -0.263 0.1321
H 0.677 7.192 0.411 0.058 0.116 1.133 0.0967
H 1.114 7.331 -1.197 0.504 -0.022 -0.246 0.1122
H 2.663 5.817 0.032 -0.369 -0.917 -0.309 0.1260
H 1.759 4.995 -1.384 0.510 -0.163 0.680 0.1297
H 1.771 2.593 -0.478 0.099 -0.213 0.388 0.0734
H 2.969 3.254 0.672 -0.671 -0.202 0.022 0.1050
H 1.601 2.279 1.310 -0.119 0.090 -0.203 0.0627
H 0.574 3.704 2.575 -0.558 -0.540 0.425 0.0680
H 1.966 4.687 2.502 1.234 0.271 0.455 0.0665
H 0.385 5.463 2.376 0.518 -0.609 -0.116 0.0791
H -2.887 5.206 -1.540 0.264 -0.003 0.090 0.0878
H -3.071 3.889 -0.416 1.108 0.134 -0.922 0.0930
H -1.907 3.796 -1.870 0.156 -0.341 0.057 0.0813
H -1.221 2.324 -0.058 0.740 0.790 0.613 0.0866
C -3.175 -2.088 -0.548 0.046 1.017 -1.436 -0.0279
C -3.954 -1.325 0.543 0.709 -2.480 1.153 -0.5448
C -3.447 0.100 0.729 -0.065 0.528 -1.208 -0.1484
C -4.435 1.099 1.339 -0.850 0.508 -0.283 -0.1358
C -5.859 0.915 0.595 3.199 1.104 0.751 -0.1212
C -6.344 -0.470 0.764 1.569 -1.701 0.382 -0.5247
N -5.319 -1.438 0.143 -2.829 3.112 -0.547 -0.1156
O -5.885 -2.731 0.187 0.612 -0.302 -0.353 -0.0163
C -6.623 -0.798 2.253 -0.173 0.457 -0.500 -0.0177
C -7.611 -0.574 -0.008 -1.411 0.336 -0.479 -0.0507
C -3.719 -1.979 1.910 0.598 1.211 1.522 -0.0320
H -2.125 -1.750 -0.620 -0.230 -0.469 0.295 0.0695
H -3.642 -1.756 -1.505 0.397 -0.066 0.408 0.0902
H -3.280 -3.181 -0.579 0.189 0.299 0.655 0.0840
H -2.440 -0.023 1.186 -0.698 0.511 0.004 0.1262
H -3.302 0.533 -0.254 0.458 -0.078 -0.566 0.1092
H -4.084 2.140 1.204 0.029 -0.492 -0.355 0.0956
H -4.501 1.059 2.432 -0.374 -0.469 -0.152 0.0946
H -5.747 1.140 -0.477 0.188 -0.094 0.214 0.1303
H -6.552 1.648 0.976 -0.386 0.085 0.337 0.1126
H -5.824 -0.525 2.980 -0.722 -0.396 -0.683 0.0779
H -7.508 -0.204 2.420 -0.310 0.388 0.753 0.0785
H -6.975 -1.825 2.330 0.428 -0.181 0.188 0.0843
H -7.507 -0.945 -1.019 0.328 0.178 -0.314 0.0874
H -8.254 -1.257 0.480 -0.872 -0.954 0.419 0.0649
H -8.186 0.378 -0.031 0.565 -0.411 -0.033 0.1037
H -4.376 -2.771 2.205 -0.447 -0.632 -0.317 0.0714
H -3.873 -1.173 2.681 0.299 -0.880 -0.464 0.0802
H -2.685 -2.326 2.021 -0.093 0.033 -0.082 0.0801
H -6.017 -2.911 -0.762 0.014 -0.107 0.642 0.1145

***

[2]
18
Properties=species:S:1:pos:R:3:forces:R:3:lowdin_charge:R:1 method="wB97M-V/def2-TZVPD" e_tot_ev=-29284.922 max_force_ev_per_a=4.21 e_lumo_ev="-0.5551 / -0.5522" e_homo_ev="-7.38 / -7.38" gap_ev="6.82 / 6.83" charge=0
C -1.612 1.132 -1.702 0.533 -0.883 -0.873 -0.1010
C -0.850 0.049 -2.180 0.799 -0.232 1.488 -0.0636
C -1.850 1.321 -0.346 -1.023 1.328 -1.041 -0.1412
C -0.297 -0.794 -1.203 0.706 -1.356 -3.927 -0.1613
C -1.259 0.545 0.582 1.315 -2.941 -1.384 -0.1687
C -0.459 -0.599 0.113 -0.807 0.761 2.927 -0.5568
C 1.686 0.351 1.606 0.197 -1.690 -0.260 -0.7524
N 2.696 -0.389 1.891 1.051 1.228 0.593 0.0594
N 0.113 -1.372 1.087 0.265 1.596 0.846 -0.4588
S 1.100 1.707 1.275 -0.779 1.614 -0.190 0.9413
I 1.198 -2.951 0.473 0.336 -0.751 0.082 0.8884
H -2.065 1.709 -2.453 -0.677 1.101 -0.585 0.0752
H -0.534 -0.188 -3.216 -0.888 0.610 0.584 0.1123
H -2.559 2.071 0.052 0.403 -0.286 -0.729 0.1196
H 0.250 -1.735 -1.555 -0.745 1.672 0.475 0.0236
H -1.737 0.505 1.501 0.041 0.045 2.111 0.0880
H 2.559 -1.359 1.955 -0.006 -1.640 0.063 -0.0445
H 3.621 -0.004 2.120 -0.721 -0.176 -0.179 0.1406

***

[3]
14
Properties=species:S:1:pos:R:3:forces:R:3:lowdin_charge:R:1 method="wB97M-V/def2-TZVPD" smiles="C=[N+]1CCCO1" e_tot_ev=-7804.377 max_force_ev_per_a=9.69 e_lumo_ev=-5.6361 e_homo_ev=-15.22 gap_ev=9.59 charge=+1
C 0.332 1.331 -1.872 -0.618 -5.115 8.209 0.3330
C 0.040 -1.101 0.765 -1.886 -2.012 3.224 -0.1214
C 1.073 -0.220 0.047 0.856 0.784 1.553 -0.0868
C -1.214 -0.175 1.067 2.933 -0.399 0.381 -0.0770
N 0.116 0.624 -0.627 1.057 4.130 -6.566 -0.1417
O -1.050 0.781 -0.007 -1.099 0.868 -0.520 -0.0131
H -0.571 1.686 -2.158 -2.186 1.797 -1.583 0.0779
H 1.295 1.204 -2.253 1.095 0.121 -0.860 0.0978
H -0.315 -2.011 0.195 0.689 1.262 0.019 0.1384
H 0.173 -1.551 1.823 1.055 0.767 -1.797 0.1540
H 1.771 0.569 0.676 -1.610 -2.534 -1.237 0.2149
H 1.600 -0.776 -0.752 0.135 0.422 0.812 0.1459
H -2.151 -0.713 1.039 -0.247 0.202 -0.492 0.1306
H -1.098 0.351 2.056 -0.174 -0.294 -1.144 0.1474